Version w
The following is a quantum chemistry calculation of a gas-phase ion, C2H5N2O (charge +1), from the OMol25 dataset.

Output
E_HOMO (alpha / beta) = -14.511 / -14.510 eV
Total charge = +1
SMILES string = C=[NH+]/C=[NH+]\[O-]
Frontier orbital gap (alpha / beta) = 8.177 / 8.175 eV
Molecular weight = 73.1 u

```
10
C2H5N2O | the OMol25 dataset | the ωB97M-V functional and the def2-TZVPD basis
C 0.164 -0.785 0.319
C 0.325 1.390 -0.835
N -1.003 -0.762 0.947
N 0.729 0.178 -0.554
O -1.912 0.007 1.239
H 0.756 -1.709 0.536
H -0.543 1.780 -0.454
H 1.029 1.805 -1.461
H -1.172 -1.806 1.153
H 1.625 -0.098 -0.890
```



Version x
The following is a quantum chemistry calculation of a gas-phase ion, C2H5N2O (charge +1), from the OMol25 dataset.

Output
E_HOMO = -14.809 eV
Total charge = +1
SMILES string = [NH3+][C@H]1NC1=O
Frontier orbital gap = 10.631 eV
Molecular weight = 73.1 u

```
10
C2H5N2O | the OMol25 dataset | the ωB97M-V functional and the def2-TZVPD basis
C -1.372 -0.288 0.020
C -0.008 0.191 -0.561
N -0.569 -1.234 -0.325
N 0.972 0.590 0.451
O -2.286 0.148 0.627
H 0.282 0.609 -1.553
H -0.772 -2.015 -0.977
H 0.757 0.302 1.412
H 1.000 1.572 0.522
H 1.995 0.124 0.385
```



Which structure is most stable? version x, by 0.0550 hartree over the runner-up.



Version w
The following is a quantum chemistry calculation of C2H4N4O2 in the gas phase, from the OMol25 dataset.

Output
E_HOMO = -8.416 eV
SMILES string = O/N=c1\ncn(O)[nH]1
Frontier orbital gap = 8.304 eV
Molecular weight = 116.1 u

```
12
C2H4N4O2 | the OMol25 dataset | the ωB97M-V functional and the def2-TZVPD basis
C -0.389 0.109 -0.580
C 0.855 -1.158 0.717
H -1.259 -0.860 -2.241
H 1.415 -2.011 1.077
H 1.289 0.961 2.855
H 0.534 2.062 -0.182
N -0.984 0.761 -1.518
N 0.074 -1.290 -0.335
N 1.088 0.169 1.254
N 0.531 0.825 0.040
O -1.777 -0.042 -2.300
O 0.560 0.404 2.498
```



Version x
The following is a quantum chemistry calculation of C2H4N4O2 in the gas phase, from the OMol25 dataset.

Output
E_HOMO = -9.706 eV
SMILES string = [H]/N=c1\nc(O)n(N)o1
Frontier orbital gap = 9.967 eV
Molecular weight = 116.1 u

```
12
C2H4N4O2 | the OMol25 dataset | the ωB97M-V functional and the def2-TZVPD basis
C -0.489 0.907 -1.266
C 0.819 -0.439 -0.289
H -1.097 -0.775 1.514
H -0.063 -0.155 2.812
H -0.691 1.207 -3.037
H 1.195 -1.356 1.131
N -0.076 -0.572 1.759
N 0.271 0.305 0.742
N -1.130 1.389 -2.179
N 0.505 -0.079 -1.421
O -0.871 0.931 0.151
O 1.627 -1.362 0.084
```



Version y
The following is a quantum chemistry calculation of a molecular structure, C2H4N4O2, from the OMol25 dataset.

Output
E_HOMO = -9.925 eV
Frontier orbital gap = 9.602 eV
Molecular weight = 116.1 u

```
12
C2H4N4O2 | the OMol25 dataset | the ωB97M-V functional and the def2-TZVPD basis
C -1.557 -0.065 -0.329
C 0.551 -0.176 0.490
N -1.013 -1.406 -0.409
N 0.110 -1.494 0.010
N -0.439 0.711 0.172
N 1.841 0.235 -0.043
O 2.819 -0.231 0.472
O 1.732 1.155 -0.806
H -1.840 0.335 -1.401
H -2.491 -0.214 0.265
H 0.624 -0.475 1.809
H -0.340 1.623 -0.231
```



Which structure is most stable? version x, by 0.0779 hartree over the runner-up.



Version w
The following is a quantum chemistry calculation of C2H4N4O2 in the gas phase, from the OMol25 dataset.

Output
E_HOMO = -9.394 eV
SMILES string = [H]/N=c1/nc(N)on1O
Frontier orbital gap = 9.894 eV
Molecular weight = 116.1 u

```
12
C2H4N4O2 | the OMol25 dataset | the ωB97M-V functional and the def2-TZVPD basis
C -1.207 0.157 -0.021
C 0.785 0.822 -0.037
H -2.908 -0.966 -0.036
H -3.137 0.812 0.509
H 2.656 0.856 -0.152
H 1.439 -1.323 1.221
N -2.512 0.009 0.179
N -0.549 1.267 -0.049
N 1.849 1.449 0.107
N 0.708 -0.698 -0.505
O 1.591 -1.439 0.266
O -0.590 -0.991 -0.181
```



Version x
The following is a quantum chemistry calculation of a molecular structure, C2H4N4O2, from the OMol25 dataset.

Output
E_HOMO = -9.258 eV
Frontier orbital gap = 9.168 eV
Molecular weight = 116.1 u

```
12
C2H4N4O2 | the OMol25 dataset | the ωB97M-V functional and the def2-TZVPD basis
C -1.057 0.321 0.403
C -0.112 -0.139 -0.688
H -3.042 0.572 -0.131
H -2.761 -0.246 1.505
H 2.008 -1.415 -0.091
H -1.264 -0.635 -2.240
N -2.434 0.062 0.409
N -0.397 0.368 1.487
N 1.203 0.361 -0.198
N -0.341 -0.610 -1.886
O 0.956 0.294 1.172
O 2.277 -0.375 -0.673
```



Which structure is most stable? version w, by 0.1353 hartree over the runner-up.